## one
{"formula": "C3H9N3O", "method": "ωB97M-V/def2-TZVPD", "symbols": ["C", "C", "N", "N", "H", "H", "H", "H", "H", "H", "N", "C", "O", "H", "H", "H"], "positions_angstrom": [[-0.88868, 0.73853, 1.11014], [-0.76951, -0.29130, 0.00432], [-1.56766, 0.00950, -1.13641], [-0.72309, -1.61463, 0.32172], [-1.24180, 0.83355, -1.62954], [-1.62122, -0.78528, -1.76354], [-0.59964, -1.76212, 1.32170], [-0.67236, 1.73401, 0.71560], [-1.89932, 0.74552, 1.52430], [-0.17583, 0.51399, 1.90611], [1.92886, 0.64204, -0.34993], [1.15266, -0.49025, -0.40990], [1.44617, -1.42086, 0.48018], [2.36642, 0.85170, 0.53488], [2.28584, 1.08978, -1.17888], [0.97917, -0.79418, -1.45076]], "nbo_charge": [-0.6593, 0.2456, -0.8117, -0.4534, 0.3584, 0.3827, 0.3518, 0.2127, 0.2337, 0.2234, -0.7926, 0.4257, -0.6867, 0.4029, 0.3923, 0.1745], "charge": 0, "homo_lumo_gap_ev": [7.5, 7.4], "lumo_ev": [-0.341, -0.544], "homo_energy_ha": [-0.28974, -0.29252]}

=====

## two
{"formula": "C3H9N3O", "method": "ωB97M-V/def2-TZVPD", "symbols": ["C", "C", "C", "H", "H", "H", "H", "H", "H", "H", "H", "H", "N", "N", "N", "O"], "positions_angstrom": [[-0.29312, 2.29776, 0.06177], [0.05634, -0.02283, -0.06580], [2.26951, -0.80446, 0.02473], [0.57943, 2.34236, -0.67899], [0.08547, 2.43061, 1.08731], [-1.12910, 2.98653, -0.18430], [-0.01255, -2.06156, 0.26071], [-2.43139, -0.97002, -0.63495], [-2.14658, -1.03168, 1.01088], [3.31044, -0.41873, -0.08079], [2.24128, -1.34754, 0.98332], [2.08078, -1.57154, -0.72225], [-0.54262, -1.26830, -0.18578], [-1.90010, -1.43642, 0.10757], [1.30460, 0.28252, 0.01868], [-0.85092, 0.97177, -0.09355]], "nbo_charge": [-0.2631, 0.6765, -0.4385, 0.2168, 0.1927, 0.1920, 0.3825, 0.3608, 0.3413, 0.2062, 0.1762, 0.1803, -0.4819, -0.6401, -0.5803, -0.5215], "charge": 0, "homo_lumo_gap_ev": 9.8, "smiles": "C/N=C(\\NN)OC", "lumo_ev": 0.911, "homo_energy_ha": -0.32664}

=====

Here are the energies relative to the best structure, in eV: one 1.855; two 0.000.

=====

## one
{"formula": "CH5N3O2", "method": "ωB97M-V/def2-TZVPD", "symbols": ["C", "N", "N", "N", "O", "O", "H", "H", "H", "H", "H"], "positions_angstrom": [[-1.43857, 0.12423, 0.04213], [0.19314, 0.96687, -1.08210], [1.23210, 0.73928, -0.57741], [-0.99683, -1.02502, 0.48842], [2.34968, 0.95670, -0.91680], [1.29285, -0.05564, 0.76913], [-2.05119, 0.17811, -0.83622], [-1.52736, 0.95364, 0.66843], [2.12291, -0.41171, 0.82446], [-0.23303, -0.80728, 1.00817], [-0.94372, -1.61919, -0.38821]], "nbo_charge": [0.0921, -0.3401, 0.4899, -0.7239, -0.4528, -0.7674, 0.2019, 0.1980, 0.4745, 0.4300, 0.3977], "charge": 0, "homo_lumo_gap_ev": 9.5, "lumo_ev": 0.315, "homo_energy_ha": -0.33628}

=====

## two
{"formula": "CH5N3O2", "method": "ωB97M-V/def2-TZVPD", "symbols": ["C", "N", "N", "N", "O", "O", "H", "H", "H", "H", "H"], "positions_angstrom": [[1.82103, -0.41400, 0.08364], [-3.00450, -0.16412, -0.38226], [0.47785, -0.89140, 0.13852], [-0.47052, -0.14701, -0.08659], [-0.58728, 1.03496, -0.30143], [-1.85979, -0.89235, -0.15154], [1.90344, 0.67449, 0.13244], [2.35535, -0.88507, 0.90677], [2.25603, -0.77355, -0.85022], [-2.88010, 0.44510, -1.19582], [-3.22951, 0.41576, 0.42705]], "nbo_charge": [-0.4591, -0.4538, -0.2274, 0.5230, -0.4503, -0.2785, 0.2090, 0.2216, 0.2218, 0.3509, 0.3428], "charge": 0, "homo_lumo_gap_ev": 11.2, "smiles": "C/N=[N+](\\[O-])ON", "lumo_ev": 1.027, "homo_energy_ha": -0.37325}

=====

Here are the energies relative to the best structure, in eV: one 0.533; two 0.000.